# 1
23
Properties=species:S:1:pos:R:3:forces:R:3:nbo_charge:R:1 method="wB97M-V/def2-TZVPD" relative_energy_kcal_mol=0.0 spin_multiplicity=1 total_charge=-1
C -2.67953 -1.81420 0.61196 -0.70 0.28 -0.27 -0.619
C -1.57868 -0.79853 0.83668 0.44 -0.17 0.09 -0.513
S -1.30463 0.25614 -0.62453 -0.10 0.29 0.04 -0.670
H -2.47251 -2.39904 -0.27927 0.15 -0.11 -0.13 0.207
H -3.60792 -1.27157 0.40069 -0.04 -0.16 0.07 0.201
H -2.87160 -2.50965 1.43550 0.20 0.14 0.16 0.181
H -0.65429 -1.33537 1.04090 0.20 -0.01 0.14 0.188
H -1.78723 -0.16285 1.70287 -0.10 -0.12 0.01 0.178
H -3.95902 2.34266 -0.97060 -0.25 -0.29 0.19 0.456
H -3.44738 1.12708 -0.28195 0.22 -0.25 -0.15 0.493
O -4.28610 1.60018 -0.43821 0.00 0.57 -0.13 -0.987
H 4.63091 0.55561 0.08136 -0.33 0.02 0.52 0.499
H 6.07796 0.18544 0.23720 0.24 -0.04 0.15 0.449
O 5.35519 0.57074 0.73824 0.02 -0.02 -0.55 -0.964
H 0.76387 1.84126 1.64015 0.41 0.23 -0.36 0.466
H 0.18958 1.57838 0.28696 -0.12 -0.10 -0.52 0.498
O 0.96876 2.03078 0.70706 -0.33 -0.19 0.78 -1.010
H 1.69438 -1.15462 -1.42562 0.11 -0.25 0.12 0.470
H 0.24734 -1.03098 -1.72140 -0.28 -0.18 -0.03 0.492
O 1.01617 -1.59153 -1.95666 0.13 0.26 -0.01 -1.007
H 2.21109 0.99255 -0.04981 -0.44 0.28 0.35 0.516
H 2.70339 0.61419 -1.44748 -0.11 0.13 -0.22 0.470
O 2.79025 0.37332 -0.52402 0.70 -0.31 -0.26 -0.996

---

# 2
43
Properties=species:S:1:pos:R:3:forces:R:3:nbo_charge:R:1 method="wB97M-V/def2-TZVPD" relative_energy_kcal_mol=18.9 spin_multiplicity=1 total_charge=+2
C -2.75244 0.18362 -4.00071 -0.47 0.23 -0.49 -0.107
C -2.52878 -1.03088 -3.37858 0.26 -0.70 0.54 -0.198
C -1.80360 -1.10784 -2.17863 -0.43 -0.21 -0.19 0.016
C -1.31615 0.08425 -1.59281 1.12 0.22 0.34 -0.498
C -1.49307 1.30512 -2.28249 -0.30 0.26 -0.38 -0.020
C -2.25572 1.35545 -3.45564 0.50 0.47 0.49 -0.203
C -1.64184 -2.46195 -1.52666 -0.38 -0.58 -0.07 -0.478
C -0.26923 -3.15862 -1.61925 0.34 -0.35 -0.26 -0.227
N 0.88992 -2.25190 -1.46114 -0.87 1.87 1.63 -0.482
Zr 0.09045 -0.05357 0.10425 -1.11 -6.23 -4.65 1.974
C -0.82105 2.56379 -1.78644 -0.05 0.03 0.79 -0.678
P 0.79569 2.11484 -0.96331 -0.22 3.02 -2.18 0.723
H -2.93617 -1.95814 -3.80900 0.23 0.52 0.20 0.248
H -2.42670 2.32754 -3.93222 0.08 -0.46 0.07 0.247
H -3.33299 0.22427 -4.92936 0.25 -0.04 0.39 0.258
H -1.42763 3.10779 -1.03973 0.07 -0.15 -0.37 0.268
H -0.58079 3.25764 -2.60695 -0.07 -0.16 0.31 0.276
H -1.98297 -2.43593 -0.47740 0.19 0.08 -0.37 0.251
H -2.33890 -3.14471 -2.04236 0.15 0.21 0.40 0.266
H -0.20326 -3.90972 -0.81277 -0.15 0.23 -0.50 0.240
C 1.33273 3.64742 -0.17759 0.18 -0.07 0.65 -0.931
C 1.86264 2.05980 -2.45184 0.41 -0.89 0.06 -0.903
H -0.15178 -3.67344 -2.59611 -0.15 0.16 0.52 0.223
C 1.40165 -1.72840 -2.72465 0.00 0.10 -0.40 -0.425
C 1.95858 -2.77201 -0.60553 0.16 -0.40 0.17 -0.425
H -0.06420 1.34748 1.39758 0.59 0.85 1.34 0.041
H 1.87671 -2.53925 -3.32191 -0.21 0.53 0.29 0.232
H 0.56898 -1.27854 -3.28612 0.37 -0.24 0.05 0.228
H 2.13678 -0.93882 -2.50114 -0.03 -0.33 -0.25 0.196
H 2.59656 -3.49463 -1.15514 -0.17 0.35 0.40 0.240
H 2.57693 -1.92476 -0.25418 0.13 -0.38 -0.16 0.186
H 1.50824 -3.26657 0.26932 0.29 0.13 -0.28 0.239
H 1.93069 3.06659 -2.88827 -0.04 -0.25 0.32 0.282
H 2.85620 1.69262 -2.16413 -0.08 0.27 -0.23 0.261
H 1.45782 1.37318 -3.20524 -0.01 0.14 0.19 0.266
H 1.41492 4.45485 -0.91690 -0.08 -0.27 0.16 0.284
H 0.62627 3.93058 0.61056 0.15 0.08 -0.11 0.266
H 2.31322 3.47343 0.28220 -0.13 0.22 -0.06 0.272
H 0.47954 0.89997 1.71709 -0.49 1.07 1.25 0.056
F -2.46681 -1.19833 1.39906 1.91 0.55 0.10 -0.317
C -1.10958 -1.07588 1.74920 -2.39 -1.49 2.80 0.493
F -1.12278 -0.64438 3.06159 0.29 -0.20 -1.76 -0.312
F -0.68095 -2.42417 1.83285 0.14 1.83 -0.72 -0.327

---

# 3
4
Properties=species:S:1:pos:R:3:forces:R:3:nbo_charge:R:1 method="wB97M-V/def2-TZVPD" relative_energy_kcal_mol=22.5 spin_multiplicity=1 total_charge=+2
Li -20.64634 12.39590 13.56893 -0.25 0.68 -0.02 0.976
Li -20.21145 12.05915 17.81622 -0.07 0.59 -0.04 0.986
Li -18.27769 10.97712 15.09694 0.49 0.45 0.06 0.967
Cl -19.42476 13.12675 15.47044 -0.16 -1.72 -0.01 -0.929

---

# 4
55
Properties=species:S:1:pos:R:3:forces:R:3:lowdin_spin:R:1 method="wB97M-V/def2-TZVPD" s_squared=2.008 relative_energy_kcal_mol=11.5 spin_multiplicity=3 total_charge=+1
Pt 0.67298 -2.60782 0.72272 -0.15 -0.26 0.15 1.211
C 0.42609 -3.14572 -2.74497 0.01 -0.02 0.08 0.004
O 0.22516 -2.06405 -1.83607 -0.04 0.13 0.05 0.053
C -0.07295 -0.84412 -2.37452 0.01 0.00 -0.06 0.004
C -0.02792 -0.58136 -3.73346 0.02 0.03 0.02 0.001
C -0.33908 0.69614 -4.18499 0.00 -0.01 0.01 0.000
Br -0.29085 1.03441 -6.03966 0.00 0.00 -0.02 0.000
C -0.66904 1.71004 -3.31624 0.04 0.01 0.00 0.000
C -0.70358 1.45263 -1.94422 0.00 0.03 -0.02 0.000
C -0.43492 0.17108 -1.48449 -0.05 -0.07 0.04 0.001
O -0.52072 -0.15611 -0.13565 -0.01 -0.05 -0.03 0.019
C -1.04418 2.57002 -1.04692 0.01 -0.06 -0.03 0.000
N -1.65844 3.64519 -1.44359 -0.03 0.01 0.05 0.000
C -1.73175 4.45858 -0.32295 -0.02 0.01 -0.07 0.000
C -2.28747 5.73020 -0.18138 0.00 -0.01 0.00 0.000
C -2.20864 6.32902 1.05802 0.00 0.00 0.01 0.000
C -1.59324 5.68640 2.14583 -0.01 0.01 -0.01 0.000
C -1.04521 4.42519 2.02518 0.00 0.00 0.00 0.000
C -1.13101 3.82894 0.77102 0.04 -0.04 0.04 0.000
N -0.71720 2.59842 0.29183 -0.01 0.06 -0.01 0.000
H -0.47716 -3.32455 -3.32942 0.01 0.01 -0.02 0.000
H 0.64474 -4.01407 -2.13032 -0.01 -0.01 0.00 0.002
H 1.27191 -2.94843 -3.40513 0.01 -0.02 0.00 0.000
H 0.23374 -1.34850 -4.44520 -0.01 0.01 -0.01 0.000
H -0.90014 2.70558 -3.66506 -0.01 0.00 0.00 0.000
H -1.37898 0.14332 0.19168 0.02 0.04 0.02 0.000
H -2.75677 6.22006 -1.02343 0.00 0.00 0.00 0.000
H -2.62564 7.31664 1.20132 0.00 0.00 0.00 0.000
H -1.54844 6.19454 3.09982 0.00 0.00 0.00 0.000
H -0.57156 3.93471 2.86577 0.00 0.00 0.00 0.000
H -0.09699 1.95313 0.74771 0.00 0.00 0.00 0.000
N 1.10251 -3.35651 3.07386 0.01 0.01 -0.04 0.105
N -0.14905 -3.33370 3.68726 -0.05 0.02 -0.04 0.004
C -1.28799 -3.34707 2.95290 0.12 -0.12 0.10 0.007
N -2.42807 -3.49169 3.60966 0.06 0.00 0.02 0.002
N -1.13948 -3.20031 1.63232 -0.07 0.10 -0.15 0.026
N -2.23596 -3.35640 0.77897 0.04 0.09 -0.08 0.005
O -1.94553 -3.29377 -0.38747 -0.05 -0.03 0.04 0.022
O -3.35258 -3.53736 1.22592 -0.06 0.01 -0.03 0.003
H 1.54737 -4.26314 3.17102 0.00 0.00 -0.01 0.000
H 1.69485 -2.62441 3.44705 0.01 0.00 0.00 -0.001
H -0.21055 -3.46826 4.68487 0.01 -0.01 0.00 0.002
H -2.43055 -3.65774 4.60156 -0.01 -0.01 0.00 0.000
H -3.28710 -3.52570 3.07922 0.00 0.01 0.00 0.000
C 3.46629 -0.90508 -1.43553 0.05 0.05 -0.02 0.018
C 2.83525 -0.79236 -0.05836 -0.09 -0.15 -0.23 0.032
C 3.79547 -0.24630 0.97975 0.02 0.03 0.05 0.012
O 2.45116 -2.11257 0.35321 0.21 0.23 0.20 0.457
H 3.72945 0.08855 -1.80024 0.01 -0.01 0.00 0.002
H 2.77599 -1.35747 -2.14589 -0.02 0.01 0.01 0.000
H 4.37217 -1.51008 -1.38863 -0.01 -0.01 0.00 0.000
H 1.94024 -0.16528 -0.11471 0.00 -0.01 0.00 0.004
H 4.71844 -0.82628 0.98995 -0.01 -0.01 0.00 0.000
H 3.35491 -0.27832 1.97779 -0.03 0.02 -0.02 0.000
H 4.04000 0.79177 0.75233 0.01 -0.01 -0.02 0.002

---

# 5
19
Properties=species:S:1:pos:R:3:forces:R:3:nbo_charge:R:1 method="wB97M-V/def2-TZVPD" relative_energy_kcal_mol=95.6 spin_multiplicity=1 total_charge=+1 smiles="CC[N+]1=C(Br)CCC1"
C 0.38739 1.56784 0.23897 -3.29 -7.67 -0.97 0.229
C 1.28876 1.53321 -0.90829 0.60 1.25 -0.71 -0.564
C 1.33176 0.14060 -1.68916 -1.22 0.60 4.25 -0.357
C -0.07315 -0.47849 -1.25315 1.06 -2.22 -1.01 -0.260
C -0.85951 -1.40205 1.96114 1.17 2.77 -0.53 -0.597
C -1.46758 -0.53268 0.84234 0.80 2.16 2.99 -0.249
N -0.46252 -0.01467 0.02876 4.57 7.27 -0.50 -0.273
Br -0.03588 2.40865 1.73902 0.27 0.48 0.00 0.424
H 0.82139 2.35794 -1.54025 0.92 -0.61 0.28 0.291
H 2.34948 1.75541 -0.64946 -0.89 0.59 -0.07 0.288
H 1.39761 0.39234 -2.71495 0.33 -0.38 -0.98 0.251
H 2.23846 -0.36387 -1.18514 -1.60 0.24 -1.41 0.241
H -0.85226 -0.40976 -2.05716 0.49 0.33 0.71 0.226
H 0.03567 -1.56635 -1.02181 0.14 0.38 -0.89 0.236
H -0.10020 -2.00620 1.54847 0.23 -1.59 -0.62 0.219
H -0.24570 -0.82076 2.64421 -0.20 0.63 0.18 0.211
H -1.60578 -1.81783 2.53581 -1.47 -1.57 1.00 0.237
H -2.05134 0.36025 1.18546 0.23 -0.88 0.28 0.222
H -2.09657 -1.10359 0.29518 -2.12 -1.78 -2.02 0.225

---

# 6
110
Properties=species:S:1:pos:R:3:forces:R:3:lowdin_charge:R:1 method="wB97M-V/def2-TZVPD" spin_multiplicity=1 energy_ev=-92849.8981
C -3.06596 2.58094 5.54987 -0.51 -0.70 0.16 -0.212
C -3.56317 1.06159 5.27696 -2.09 1.43 -2.04 -0.721
I -2.63679 -0.48517 6.47843 -0.78 0.96 -1.05 0.842
C -4.58473 0.82606 4.30034 2.99 -0.22 3.14 -0.744
I -5.39481 2.56690 3.22407 0.26 -1.52 0.69 0.904
O -5.05361 -0.51279 4.09063 1.86 2.10 -2.53 -0.262
P -4.51067 -1.19077 2.62356 -3.11 -5.81 -2.16 0.631
O -5.50219 -2.33344 2.28849 2.65 3.43 1.40 -0.328
O -4.52760 -0.13469 1.29953 0.70 -0.58 2.54 -0.205
O -2.96908 -1.93224 2.75039 -2.17 3.43 -0.39 -0.222
C -1.95905 -0.94214 2.27760 1.06 0.65 0.36 -0.230
C -0.47381 -1.35449 2.69468 -0.67 -1.26 0.14 -0.138
C 0.69647 -0.68054 1.81664 0.19 -0.66 -0.13 -0.197
N 0.27922 0.44978 0.94619 0.68 -0.01 1.48 -0.082
C -0.00203 1.70303 1.69400 -1.08 1.02 -1.37 -0.181
C -0.69895 2.71319 0.62751 -0.40 1.14 -0.85 -0.095
C -2.22448 2.95213 0.63475 2.06 2.16 -2.94 -0.019
C -2.86459 3.90118 -0.43361 4.70 -1.09 0.25 -0.047
C -1.88159 4.52913 -1.46716 0.72 -1.61 2.06 -0.069
C -0.35401 4.30396 -1.46551 -2.05 -1.57 2.35 -0.019
C 0.26415 3.37016 -0.40050 -3.56 1.11 -0.47 -0.197
O 1.67307 3.18065 -0.44101 -2.11 0.17 1.00 -0.020
H -3.98859 3.24171 5.76930 1.50 -1.04 -0.58 0.055
H -2.50367 2.94578 4.61678 -0.86 -0.39 1.46 0.074
H -2.40375 2.65772 6.47562 -0.78 -0.38 -1.42 0.062
H -5.43144 0.18724 1.09248 0.54 -0.52 0.51 0.061
H -2.10293 -0.86819 1.14998 0.36 0.21 1.54 0.124
H -2.20488 0.02860 2.84492 0.43 -1.09 -1.30 0.095
H -0.39426 -2.50087 2.54766 -0.19 1.74 0.30 0.117
H -0.35364 -1.18142 3.81804 -0.10 -0.09 -1.55 0.096
H 1.13009 -1.49929 1.12440 -0.70 1.28 1.06 0.116
H 1.54589 -0.38865 2.53368 -1.28 -0.22 -1.18 0.099
H -0.46700 0.19591 0.28102 0.55 0.42 0.62 0.057
H -0.69638 1.53909 2.58875 0.80 0.40 -1.00 0.102
H 0.95270 2.22174 2.08508 -1.24 -1.06 -0.47 0.119
H -2.88806 2.44198 1.40237 1.14 0.66 -1.08 0.030
H -3.97866 4.11652 -0.47564 1.92 -0.30 0.07 0.055
H -2.32824 5.20483 -2.27093 0.74 -1.08 1.28 0.088
H 0.30501 4.82834 -2.24836 -1.14 -0.98 1.44 0.106
H 2.00082 2.93515 0.45762 -0.60 0.04 -0.98 0.096
O -1.42145 0.56610 -1.30859 -0.11 -0.65 -0.74 0.075
C -1.13926 0.32459 -2.46118 0.19 0.35 0.13 -0.480
O -0.82887 -0.93427 -2.82286 -0.33 -0.22 0.41 -0.018
C -0.63248 -1.36792 -4.17873 0.15 0.01 -0.30 -0.224
C 0.77617 -1.06790 -4.64702 0.15 0.19 0.07 -0.058
C -1.04454 1.42473 -3.47739 -0.56 0.09 -0.44 0.026
H -1.39648 -0.94537 -4.83771 0.09 0.13 0.11 0.118
H -0.78722 -2.44935 -4.17983 0.02 0.13 0.26 0.103
H 0.98524 0.00400 -4.63907 -0.08 -0.03 -0.09 0.067
H 0.93260 -1.44273 -5.66076 -0.02 -0.03 0.09 0.085
H 1.50527 -1.53558 -3.98062 -0.12 -0.11 -0.09 0.082
H -0.08373 1.93037 -3.36559 -0.09 0.00 0.07 0.097
H -1.85230 2.13568 -3.29210 0.25 0.05 0.22 0.088
H -1.16046 1.08986 -4.50621 0.19 -0.08 0.02 0.072
O 2.99759 -0.60220 4.55428 0.53 0.31 -0.45 0.089
C 4.09381 -0.15986 4.29668 -0.26 -0.39 0.25 -0.522
O 4.44150 0.06734 3.01571 -0.50 0.11 -0.22 -0.007
C 5.64741 0.73167 2.60702 0.29 -0.04 0.00 -0.221
C 6.81526 -0.23219 2.57469 0.09 -0.16 0.12 -0.060
C 5.11066 0.05907 5.38101 0.14 0.61 0.28 0.009
H 5.84005 1.60896 3.23098 -0.02 -0.14 0.05 0.118
H 5.46366 1.10599 1.59722 -0.21 -0.11 0.14 0.123
H 7.02106 -0.65194 3.56156 0.03 0.11 -0.02 0.068
H 7.71778 0.26852 2.21749 -0.09 -0.01 -0.02 0.087
H 6.59385 -1.07491 1.91512 -0.01 0.14 -0.02 0.070
H 5.57416 -0.89638 5.63255 -0.05 0.07 -0.01 0.100
H 4.59796 0.45607 6.25903 -0.04 -0.29 -0.06 0.094
H 5.88405 0.78036 5.12571 0.09 -0.16 -0.08 0.069
O 8.95098 2.03728 -1.14685 -0.59 -0.59 -0.16 0.097
C 8.48523 1.05158 -1.66899 0.52 0.32 0.27 -0.528
O 7.25168 0.62898 -1.32774 -0.36 0.38 0.18 -0.013
C 6.54063 -0.42826 -1.99069 0.09 -0.24 -0.02 -0.226
C 6.96609 -1.78277 -1.46229 0.19 -0.09 0.06 -0.061
C 9.29747 0.23424 -2.63365 -0.08 0.02 -0.68 0.007
H 6.64279 -0.34642 -3.07648 0.11 -0.01 0.10 0.116
H 5.48241 -0.27250 -1.76802 0.18 0.23 0.08 0.124
H 8.02648 -1.97158 -1.64159 -0.08 -0.01 -0.09 0.069
H 6.38914 -2.58039 -1.93535 0.01 0.06 0.04 0.085
H 6.81687 -1.83242 -0.38091 -0.10 0.02 -0.11 0.066
H 9.97913 -0.40638 -2.07154 -0.04 0.07 -0.04 0.099
H 9.87443 0.91546 -3.26157 0.09 -0.04 0.28 0.094
H 8.70246 -0.37591 -3.30997 0.01 -0.14 0.14 0.068
O -4.91014 4.22673 -2.68270 -0.44 -0.72 -0.12 0.082
C -5.63649 3.30212 -2.40099 0.09 0.56 -0.24 -0.527
O -5.63877 2.19246 -3.16375 0.48 -0.05 -0.18 0.002
C -6.33846 0.98342 -2.83384 -0.27 -0.01 0.03 -0.226
C -7.79367 1.06606 -3.24772 -0.15 0.15 -0.02 -0.065
C -6.60560 3.40505 -1.25723 0.09 -0.30 0.60 0.012
H -6.21296 0.73674 -1.77564 -0.03 0.11 -0.06 0.109
H -5.85015 0.18454 -3.39645 0.14 0.26 0.02 0.125
H -8.31734 1.86993 -2.72633 0.02 -0.11 0.06 0.067
H -8.30776 0.12575 -3.03699 0.05 0.05 -0.02 0.084
H -7.87290 1.28070 -4.31627 0.07 -0.11 0.07 0.086
H -7.48174 3.97013 -1.57972 0.08 -0.02 0.03 0.102
H -6.11482 3.93286 -0.43725 -0.13 0.17 -0.20 0.073
H -6.92222 2.44415 -0.85663 -0.15 0.01 -0.13 0.067
O 0.20686 -4.64766 -3.52349 -0.21 -0.43 0.55 0.086
C -0.17766 -4.86366 -2.39535 -0.09 0.29 -0.31 -0.515
O -0.49995 -6.11677 -2.02369 0.36 -0.30 -0.36 0.000
C -0.81364 -6.50682 -0.67806 -0.24 0.11 0.18 -0.230
C -2.26457 -6.21734 -0.35117 -0.13 0.15 -0.07 -0.063
C -0.38574 -3.73703 -1.42411 0.47 0.07 0.50 0.009
H -0.12045 -6.04769 0.03257 -0.08 0.08 -0.10 0.115
H -0.64164 -7.58436 -0.62433 0.10 0.14 -0.26 0.122
H -2.48877 -5.15082 -0.41637 0.05 -0.05 0.12 0.069
H -2.50791 -6.55990 0.65688 0.02 0.02 -0.07 0.084
H -2.92215 -6.72089 -1.06416 0.10 -0.06 0.09 0.085
H -1.34009 -3.25339 -1.63854 0.11 0.04 0.02 0.098
H 0.42312 -3.01589 -1.55362 -0.26 0.04 -0.20 0.091
H -0.36028 -4.04060 -0.37942 -0.20 -0.05 -0.02 0.067

---

# 7
12
Properties=species:S:1:pos:R:3:forces:R:3:nbo_charge:R:1 method="wB97M-V/def2-TZVPD" relative_energy_kcal_mol=37.4 spin_multiplicity=1 smiles="[PH2]#P=P#[PH2].PI"
P 2.65352 0.96973 -1.28267 0.99 -1.21 -1.04 -0.051
P -1.83470 -2.59903 1.35316 -0.95 0.00 1.17 0.132
P 0.22932 2.75926 -0.07177 1.06 0.05 -0.12 -0.041
P 1.21837 -0.33884 -0.34373 -1.49 -0.03 1.70 -0.038
P -0.26172 0.76613 0.65044 1.19 -0.64 -1.29 0.036
I -3.25511 -1.60817 -0.35302 -0.13 0.04 -0.15 -0.114
H 3.53823 1.21493 -0.19512 -0.28 -0.16 0.04 0.026
H 3.28113 -0.33237 -1.66732 -0.14 1.48 0.21 0.024
H -2.87466 -2.59156 2.41091 0.93 0.27 -0.76 0.004
H -2.23105 -3.92169 1.10632 0.13 -0.30 -0.30 -0.011
H -1.07735 3.22557 -0.14555 -0.47 0.09 -0.42 0.007
H 0.61401 2.45603 -1.46165 -0.85 0.41 0.96 0.025

---

What F_max values result from the calculations? In sequence: 0.9, 7.9, 1.7, 0.4, 8.6, 6.9, 2.3 eV/A.